{"formula": "C48H120N8", "method": "ωB97M-V/def2-TZVPD", "species": ["C", "C", "N", "C", "C", "C", "C", "H", "H", "H", "H", "H", "H", "H", "H", "H", "H", "H", "H", "H", "H", "H", "C", "C", "N", "C", "C", "C", "C", "H", "H", "H", "H", "H", "H", "H", "H", "H", "H", "H", "H", "H", "H", "H", "C", "C", "N", "C", "C", "C", "C", "H", "H", "H", "H", "H", "H", "H", "H", "H", "H", "H", "H", "H", "H", "H", "C", "C", "N", "C", "C", "C", "C", "H", "H", "H", "H", "H", "H", "H", "H", "H", "H", "H", "H", "H", "H", "H", "C", "C", "N", "C", "C", "C", "C", "H", "H", "H", "H", "H", "H", "H", "H", "H", "H", "H", "H", "H", "H", "H", "C", "C", "N", "C", "C", "C", "C", "H", "H", "H", "H", "H", "H", "H", "H", "H", "H", "H", "H", "H", "H", "H", "C", "C", "N", "C", "C", "C", "C", "H", "H", "H", "H", "H", "H", "H", "H", "H", "H", "H", "H", "H", "H", "H", "C", "C", "N", "C", "C", "C", "C", "H", "H", "H", "H", "H", "H", "H", "H", "H", "H", "H", "H", "H", "H", "H"], "xyz": [[-5.01, -16.01, -21.31], [-5.98, -14.93, -20.84], [-5.58, -14.14, -19.67], [-5.51, -15.03, -18.52], [-6.85, -15.22, -17.79], [-4.43, -13.30, -19.91], [-4.75, -12.22, -20.94], [-5.21, -17.01, -20.93], [-3.95, -15.85, -21.10], [-4.96, -16.11, -22.40], [-6.28, -14.34, -21.70], [-6.89, -15.47, -20.56], [-4.96, -15.96, -18.73], [-4.83, -14.57, -17.79], [-6.77, -15.88, -16.93], [-7.15, -14.21, -17.52], [-7.62, -15.56, -18.48], [-3.53, -13.84, -20.25], [-4.01, -12.79, -19.03], [-5.54, -11.58, -20.54], [-4.99, -12.69, -21.89], [-3.90, -11.55, -21.13], [-1.43, -14.60, -12.15], [-1.14, -14.87, -10.66], [-2.31, -14.82, -9.76], [-3.01, -13.56, -9.87], [-3.95, -13.29, -8.68], [-3.16, -16.01, -9.80], [-4.38, -16.01, -10.73], [-2.13, -15.37, -12.49], [-0.51, -14.82, -12.69], [-1.87, -13.64, -12.41], [-0.77, -15.89, -10.61], [-0.36, -14.24, -10.23], [-2.29, -12.75, -9.95], [-3.65, -13.57, -10.76], [-3.44, -13.67, -7.79], [-4.11, -12.23, -8.47], [-4.97, -13.65, -8.83], [-3.69, -16.01, -8.84], [-2.59, -16.91, -9.97], [-4.96, -15.08, -10.75], [-5.11, -16.78, -10.45], [-4.17, -16.10, -11.81], [-8.84, -11.87, -18.88], [-10.13, -11.22, -19.48], [-9.81, -10.01, -20.24], [-10.93, -9.08, -20.33], [-11.64, -8.75, -19.02], [-9.26, -10.33, -21.56], [-8.47, -9.13, -22.10], [-8.25, -11.12, -18.36], [-8.28, -12.49, -19.58], [-9.34, -12.48, -18.12], [-10.56, -11.98, -20.15], [-10.80, -11.05, -18.65], [-10.47, -8.14, -20.65], [-11.65, -9.30, -21.14], [-12.13, -7.78, -19.09], [-12.41, -9.42, -18.65], [-10.85, -8.63, -18.28], [-9.99, -10.67, -22.31], [-8.64, -11.22, -21.39], [-8.01, -8.54, -21.31], [-9.21, -8.47, -22.56], [-7.77, -9.43, -22.87], [-1.65, -7.67, -18.21], [-3.07, -7.08, -18.13], [-4.08, -7.80, -18.84], [-4.51, -9.09, -18.31], [-4.74, -9.06, -16.79], [-3.95, -7.79, -20.29], [-5.18, -8.17, -21.09], [-1.25, -7.32, -19.17], [-1.64, -8.75, -18.28], [-1.06, -7.19, -17.42], [-3.40, -7.00, -17.09], [-3.11, -6.02, -18.40], [-3.68, -9.80, -18.46], [-5.43, -9.47, -18.74], [-3.89, -8.83, -16.15], [-5.17, -10.01, -16.46], [-5.49, -8.27, -16.68], [-3.77, -6.75, -20.58], [-3.16, -8.50, -20.58], [-5.57, -9.17, -20.88], [-5.99, -7.45, -20.95], [-4.95, -8.19, -22.16], [-5.78, -17.71, -6.29], [-5.86, -16.21, -6.51], [-7.26, -15.84, -6.75], [-7.67, -14.52, -6.38], [-7.50, -14.15, -4.91], [-7.56, -16.04, -8.18], [-9.04, -16.24, -8.50], [-6.45, -18.07, -5.51], [-4.77, -18.05, -6.07], [-6.12, -18.23, -7.19], [-5.42, -15.74, -5.63], [-5.27, -15.78, -7.33], [-7.12, -13.73, -6.94], [-8.71, -14.28, -6.62], [-7.93, -13.17, -4.71], [-7.99, -14.89, -4.27], [-6.45, -14.07, -4.62], [-7.07, -16.94, -8.54], [-7.13, -15.16, -8.70], [-9.13, -16.77, -9.46], [-9.56, -15.29, -8.49], [-9.61, -16.90, -7.85], [-4.75, -14.40, -14.15], [-6.14, -14.46, -13.60], [-6.88, -13.20, -13.65], [-8.10, -13.20, -12.87], [-7.87, -13.48, -11.39], [-7.13, -12.77, -15.03], [-7.65, -11.34, -15.14], [-4.10, -13.80, -13.49], [-4.54, -13.95, -15.12], [-4.15, -15.31, -14.05], [-6.64, -15.21, -14.24], [-6.14, -14.86, -12.59], [-8.56, -12.21, -12.94], [-8.83, -13.94, -13.24], [-8.73, -13.19, -10.79], [-7.71, -14.55, -11.24], [-7.03, -12.91, -10.98], [-7.79, -13.50, -15.53], [-6.15, -12.79, -15.51], [-6.85, -10.68, -14.82], [-8.60, -11.07, -14.67], [-7.79, -11.12, -16.20], [-10.82, -13.84, -16.23], [-11.72, -14.08, -17.43], [-12.69, -15.14, -17.24], [-12.21, -16.46, -16.83], [-11.42, -17.19, -17.92], [-13.59, -15.25, -18.36], [-14.81, -16.16, -18.16], [-11.25, -14.03, -15.25], [-10.47, -12.80, -16.26], [-9.91, -14.45, -16.25], [-12.24, -13.15, -17.65], [-11.12, -14.31, -18.32], [-11.53, -16.52, -15.98], [-13.08, -17.04, -16.55], [-10.70, -17.89, -17.49], [-12.06, -17.79, -18.58], [-10.95, -16.57, -18.68], [-13.09, -15.50, -19.32], [-13.98, -14.24, -18.59], [-14.38, -17.17, -18.22], [-15.62, -16.06, -18.87], [-15.20, -16.06, -17.15], [-11.88, -12.86, -12.22], [-11.81, -14.27, -11.66], [-13.09, -14.70, -11.13], [-14.06, -15.00, -12.19], [-13.70, -16.20, -13.07], [-12.91, -15.82, -10.19], [-14.20, -16.33, -9.52], [-11.02, -12.29, -11.84], [-12.69, -12.26, -11.80], [-11.91, -12.71, -13.30], [-11.46, -14.96, -12.45], [-11.02, -14.38, -10.92], [-14.23, -14.08, -12.76], [-15.00, -15.29, -11.72], [-12.73, -16.11, -13.58], [-14.47, -16.32, -13.83], [-13.58, -17.09, -12.45], [-12.25, -16.57, -10.64], [-12.33, -15.38, -9.38], [-14.56, -17.13, -10.17], [-14.04, -16.75, -8.53], [-14.96, -15.55, -9.49]], "mulliken_charge": [-1.4531, -0.8385, 0.8800, -1.0422, -0.3142, -0.5916, -1.0462, 0.3703, 0.2802, 0.3513, 0.5077, 0.3425, 0.2696, 0.3488, 0.5006, -0.2442, 0.2227, 0.2847, 0.4227, -0.0997, 0.4831, 0.3830, -0.8002, -0.8085, 0.0851, -0.1515, -1.0763, -0.6640, -0.4352, 0.1489, 0.4573, 0.2518, 0.3762, 0.4050, 0.6232, -0.1057, 0.3832, 0.4544, -0.1468, 0.0333, 0.4763, -0.2457, 0.4613, 0.3172, 0.2330, -1.0259, 0.4444, -0.4574, -1.4577, -0.2917, -1.5418, -0.0238, 0.2203, -0.5155, 0.1637, 0.5243, 0.4137, 0.3903, 0.4053, 0.3078, 0.3482, 0.3473, 0.2448, 0.3528, 0.3997, 0.4408, -1.0551, -0.8563, 0.0890, 0.2674, -1.5057, -0.4311, -0.9040, 0.3053, 0.2591, 0.3882, 0.4223, 0.4851, 0.0950, 0.1177, 0.3941, 0.1291, 0.4220, 0.3705, 0.3080, -0.1392, 0.4133, 0.4170, -1.4517, 0.1642, 0.1683, -0.0554, -1.4892, 0.4182, -1.8858, 0.3840, 0.4194, 0.3166, 0.3899, -0.2500, 0.1359, 0.3024, 0.4433, 0.3226, 0.3388, 0.2139, -0.0844, 0.5248, 0.2567, 0.4186, -1.3248, 0.5450, 0.2366, -0.2588, -1.7815, 1.0553, -1.3619, 0.1563, 0.0576, 0.6004, -0.0279, -0.0063, 0.4553, 0.1502, 0.5532, 0.2782, 0.4163, -0.5746, 0.0483, 0.4262, 0.3653, 0.0114, -1.2084, -0.6154, 0.1739, -0.8229, -1.2031, -0.4715, -1.2643, 0.2417, 0.6287, 0.1800, 0.3917, 0.3554, 0.2683, 0.6664, 0.3692, 0.2720, 0.2345, 0.3514, 0.4868, 0.2587, 0.3986, 0.2747, -1.5429, 0.4497, 0.1165, -0.7064, -0.7657, -0.3447, -1.5009, 0.3624, 0.4876, 0.2024, 0.1412, -0.2121, 0.3798, 0.3544, 0.0235, 0.3761, 0.3069, 0.4336, 0.4124, 0.2965, 0.4244, 0.3469], "relative_energy_kj_mol": 209.2, "multiplicity": 1, "homo_lumo_gap_ha": 0.3177, "total_charge": 0}

---

{"formula": "C48H120O31P6S4", "method": "ωB97M-V/def2-TZVPD", "species": ["C", "S", "O", "C", "H", "H", "H", "H", "H", "H", "C", "S", "O", "C", "H", "H", "H", "H", "H", "H", "C", "S", "O", "C", "H", "H", "H", "H", "H", "H", "C", "S", "O", "C", "H", "H", "H", "H", "H", "H", "C", "C", "O", "P", "O", "O", "C", "C", "O", "C", "C", "H", "H", "H", "H", "H", "H", "H", "H", "H", "H", "H", "H", "H", "H", "H", "C", "C", "O", "P", "O", "O", "C", "C", "O", "C", "C", "H", "H", "H", "H", "H", "H", "H", "H", "H", "H", "H", "H", "H", "H", "H", "C", "C", "O", "P", "O", "O", "C", "C", "O", "C", "C", "H", "H", "H", "H", "H", "H", "H", "H", "H", "H", "H", "H", "H", "H", "H", "C", "C", "O", "P", "O", "O", "C", "C", "O", "C", "C", "H", "H", "H", "H", "H", "H", "H", "H", "H", "H", "H", "H", "H", "H", "H", "C", "C", "O", "P", "O", "O", "C", "C", "O", "C", "C", "H", "H", "H", "H", "H", "H", "H", "H", "H", "H", "H", "H", "H", "H", "H", "C", "C", "O", "P", "O", "O", "C", "C", "O", "C", "C", "H", "H", "H", "H", "H", "H", "H", "H", "H", "H", "H", "H", "H", "H", "H", "C", "C", "C", "O", "C", "O", "O", "H", "H", "H", "H", "H", "H"], "xyz": [[13.54, 24.04, 18.59], [14.39, 22.42, 18.43], [15.88, 22.75, 18.43], [14.04, 21.80, 20.11], [13.82, 24.70, 17.71], [13.93, 24.50, 19.52], [12.46, 23.97, 18.71], [14.57, 20.83, 20.27], [12.99, 21.64, 20.16], [14.32, 22.43, 20.99], [21.80, 22.92, 22.49], [21.73, 22.10, 20.87], [20.45, 21.40, 20.70], [21.73, 23.61, 19.78], [21.62, 22.18, 23.29], [21.03, 23.62, 22.42], [22.74, 23.43, 22.57], [21.21, 23.24, 18.87], [22.80, 23.91, 19.61], [21.23, 24.56, 20.08], [18.82, 20.30, 18.15], [17.42, 19.32, 17.80], [18.08, 18.01, 17.46], [16.93, 19.09, 19.52], [19.44, 20.40, 17.25], [19.41, 20.06, 19.06], [18.44, 21.26, 18.32], [15.97, 18.59, 19.54], [16.85, 20.07, 20.05], [17.82, 18.56, 19.92], [15.78, 12.49, 13.84], [17.11, 13.62, 14.41], [16.71, 15.01, 13.87], [16.54, 13.57, 16.08], [15.89, 12.26, 12.79], [14.83, 13.03, 13.90], [15.83, 11.58, 14.46], [16.74, 12.58, 16.42], [15.50, 13.85, 16.23], [17.20, 14.28, 16.63], [12.68, 15.18, 19.57], [13.70, 16.09, 18.95], [13.07, 16.70, 17.78], [12.95, 18.24, 17.61], [13.85, 18.88, 18.63], [11.39, 18.60, 17.95], [10.34, 18.13, 17.15], [9.43, 19.31, 16.86], [13.16, 18.51, 16.07], [14.27, 17.83, 15.39], [13.75, 16.63, 14.70], [12.46, 14.35, 18.92], [13.13, 14.69, 20.47], [11.80, 15.74, 19.88], [14.16, 16.82, 19.62], [14.56, 15.51, 18.50], [10.76, 17.71, 16.22], [9.75, 17.37, 17.66], [10.06, 19.96, 16.28], [8.61, 18.96, 16.23], [9.07, 19.78, 17.75], [14.68, 18.59, 14.70], [15.09, 17.53, 16.07], [12.77, 16.79, 14.18], [14.47, 16.32, 13.95], [13.64, 15.78, 15.34], [17.47, 22.05, 22.10], [17.02, 23.46, 21.97], [15.72, 23.61, 22.70], [15.70, 23.85, 24.21], [15.91, 22.73, 25.15], [16.73, 25.02, 24.44], [17.46, 25.04, 25.72], [18.62, 24.05, 26.01], [14.33, 24.60, 24.26], [13.70, 24.83, 25.55], [12.23, 25.02, 25.34], [16.77, 21.40, 21.67], [18.47, 21.90, 21.58], [17.71, 21.80, 23.14], [17.71, 24.10, 22.44], [17.01, 23.90, 20.97], [17.81, 26.07, 25.95], [16.61, 25.01, 26.45], [18.30, 23.08, 26.37], [19.36, 24.06, 25.20], [19.09, 24.52, 26.90], [14.08, 24.04, 26.20], [14.07, 25.78, 25.91], [12.00, 25.70, 24.55], [11.75, 24.11, 25.19], [11.87, 25.57, 26.23], [18.56, 13.81, 25.09], [18.57, 15.27, 24.69], [17.30, 15.70, 25.15], [16.98, 17.12, 25.83], [17.90, 17.58, 26.88], [16.99, 18.15, 24.61], [16.34, 19.43, 24.65], [14.85, 19.30, 24.13], [15.51, 16.89, 26.22], [15.01, 17.26, 27.53], [15.10, 18.72, 27.77], [17.63, 13.33, 24.68], [19.36, 13.14, 24.66], [18.43, 13.62, 26.20], [19.31, 15.86, 25.23], [18.69, 15.29, 23.61], [16.51, 19.82, 25.70], [16.85, 20.11, 23.98], [14.70, 18.42, 23.48], [14.18, 19.14, 24.99], [14.54, 20.19, 23.54], [13.94, 16.96, 27.61], [15.66, 16.67, 28.30], [16.09, 19.12, 27.76], [14.52, 19.26, 27.01], [14.77, 18.89, 28.76], [17.19, 23.45, 14.91], [16.83, 22.06, 15.11], [17.49, 21.24, 14.17], [18.90, 20.54, 14.31], [19.74, 21.31, 15.29], [18.62, 19.04, 14.70], [17.42, 18.39, 14.30], [17.55, 17.79, 12.95], [19.50, 20.42, 12.80], [20.13, 21.60, 12.34], [20.54, 21.55, 10.90], [16.76, 24.01, 15.74], [18.25, 23.49, 14.94], [16.87, 23.76, 13.90], [17.19, 21.86, 16.14], [15.71, 21.96, 14.96], [17.20, 17.82, 15.14], [16.66, 19.20, 14.23], [17.90, 18.60, 12.30], [18.23, 16.90, 12.96], [16.60, 17.46, 12.50], [19.61, 22.53, 12.57], [21.12, 21.67, 12.88], [21.13, 22.41, 10.46], [21.14, 20.64, 10.75], [19.71, 21.47, 10.21], [20.16, 19.18, 24.35], [19.80, 18.66, 22.97], [20.79, 17.59, 22.82], [20.74, 16.69, 21.50], [19.36, 16.25, 21.19], [21.88, 15.62, 21.68], [21.81, 14.74, 22.81], [23.13, 13.99, 22.96], [21.35, 17.46, 20.29], [22.74, 17.94, 20.28], [22.79, 18.82, 19.02], [19.59, 20.05, 24.63], [20.00, 18.39, 25.06], [21.20, 19.53, 24.41], [18.83, 18.12, 22.92], [19.85, 19.37, 22.18], [21.67, 15.29, 23.73], [20.95, 14.08, 22.65], [23.14, 13.38, 23.88], [23.26, 13.31, 22.13], [24.00, 14.62, 23.06], [22.95, 18.45, 21.22], [23.51, 17.13, 20.28], [23.67, 19.39, 19.00], [22.70, 18.44, 18.02], [21.90, 19.54, 19.06], [16.08, 16.24, 21.88], [15.75, 14.78, 21.97], [15.49, 14.33, 20.67], [15.34, 12.78, 20.32], [14.97, 12.62, 18.91], [16.63, 12.08, 20.75], [17.96, 12.32, 20.20], [18.90, 12.93, 21.16], [14.18, 12.39, 21.36], [13.61, 11.09, 21.37], [12.14, 11.27, 21.77], [15.22, 16.77, 21.36], [16.17, 16.63, 22.91], [17.04, 16.38, 21.36], [16.60, 14.16, 22.33], [14.98, 14.62, 22.70], [18.27, 11.31, 19.87], [17.86, 12.93, 19.30], [18.78, 14.01, 21.18], [18.80, 12.51, 22.14], [19.88, 12.68, 20.80], [13.68, 10.67, 20.34], [14.18, 10.46, 22.03], [11.87, 11.10, 22.78], [11.68, 12.16, 21.41], [11.55, 10.49, 21.22], [20.00, 16.19, 15.65], [20.39, 16.21, 17.10], [19.51, 15.52, 18.17], [20.41, 14.58, 18.87], [21.65, 14.63, 18.27], [22.60, 13.95, 18.56], [21.64, 15.53, 17.17], [19.73, 15.23, 15.28], [20.84, 16.50, 15.02], [19.20, 16.83, 15.46], [20.59, 17.25, 17.35], [18.69, 14.95, 17.77], [19.15, 16.24, 18.85]], "mulliken_charge": [-1.0107, 0.6737, -0.6558, -0.3619, 0.3137, 0.2064, 0.3835, -0.3611, 0.6482, 0.1237, -0.9885, 0.4925, -0.4367, -0.9687, 0.2188, 0.2575, 0.4913, 0.1968, 0.3936, 0.3271, -1.0880, 0.6711, -0.4064, 2.0650, 0.2600, -0.3162, 0.6431, -0.4415, -0.9417, -0.7058, -1.0295, 0.3334, -0.4858, -0.0822, 0.3970, 0.2254, 0.3915, 0.6350, 0.3180, -0.6765, -1.2012, 1.1689, -0.2729, 1.0594, -0.7320, -0.3377, -0.1039, -1.3224, -0.3972, 0.7494, -1.2185, 0.3309, 0.0257, 0.5086, -0.3354, -0.1945, 0.2294, 0.2892, 0.3125, 0.3876, 0.3212, 0.2380, -0.1968, 0.2908, 0.3997, 0.1473, 1.4838, -1.3141, -0.2620, 0.7186, -0.4275, -0.3664, -0.4170, -0.8596, -0.3458, -0.0889, -1.4599, -0.2788, -0.3771, -0.0615, 0.6066, 0.3120, 0.4562, 0.2954, 0.2287, 0.1097, 0.4439, 0.3740, 0.2380, 0.3401, 0.3841, 0.3656, -1.5743, 0.8920, -0.2208, 0.5754, -0.8224, 0.2927, 1.5676, -0.8001, -0.2982, -0.2500, -1.0133, 0.2455, 0.2625, 0.3840, 0.5145, -0.3169, 0.2611, -1.4127, -0.0745, 0.2035, 0.2309, 0.3094, 0.2851, 0.2780, 0.1585, 0.5249, -1.6035, 0.7826, -0.3764, 1.1971, -0.7882, 0.1085, -0.4369, -1.5644, -0.3258, -0.0388, -1.3962, 0.3739, 0.3661, 0.3238, -0.2592, 0.2886, 0.6485, 0.6291, 0.3530, 0.2014, 0.2754, 0.2875, 0.2425, 0.3509, 0.3143, 0.3521, -1.8091, 1.8391, -0.5597, -0.4794, 0.6422, -0.4451, 0.6843, -1.6977, 0.2166, -0.3958, -0.9977, 0.2307, 0.3140, 0.4591, -0.5109, -0.0619, 0.1403, -0.2249, 0.4205, 0.3702, 0.3642, 0.4330, 0.2314, 0.5417, 0.2429, 0.0241, 1.6398, -0.4042, 1.0375, -0.2189, -0.7565, -0.2858, -0.1355, -1.0370, -0.3136, -0.3392, -1.2509, -0.1408, -0.6876, -0.8467, -0.1556, 0.4156, 0.3308, -0.0070, -0.0170, 0.5765, 0.5781, 0.2946, 0.3489, 0.3470, 0.2996, 0.3558, -2.0978, 1.8597, 1.1808, -0.1424, 0.4103, -0.6177, -0.5685, 0.3973, 0.3992, 0.2747, -0.4066, -0.6042, -0.1472], "multiplicity": 1, "homo_lumo_gap_ha": 0.3153, "total_charge": 0}

---

It is found that the HOMO level values, taken in the order of the records, are -7.95, -8.30 eV.
It is found that the total energy values, taken in the order of the records, are -2338.6758, -7874.6777 Eh.